(1)
DFT (ωB97M-V with the def2-TZVPD basis set) results for the molecule C4H9NO in a non-equilibrium geometry.

Properties
* DFT total energy: -287.7984 Eh
* SMILES string: CC(C)NC=O
* largest force on an atom: 1.147 eV/Å
* relative energy (zero: lowest compared OMol25 entry of this formula, charge and spin): 89.33 kJ/mol
* E_HOMO: -9.704 eV

```
15
C4H9NO | the OMol25 dataset | ωB97M-V with the def2-TZVPD basis set
C -1.43540 0.32234 1.10602
C -0.28894 -0.25284 0.18942
C -0.43984 -0.57373 -1.37000
N 0.85903 0.62366 0.44956
C 2.06034 0.15739 0.01597
O 2.29130 -1.00743 -0.25499
H -2.42148 -0.13422 0.98297
H -1.57135 1.41453 1.04716
H -1.16950 0.15743 2.16565
H -0.00445 -1.19661 0.66763
H 0.49584 -0.88547 -1.88811
H -0.80510 0.25607 -1.99047
H -1.09049 -1.43819 -1.56394
H 0.69094 1.62246 0.54040
H 2.82910 0.93461 -0.09729
```

=====

(2)
DFT (ωB97M-V with the def2-TZVPD basis set) results for a cluster of 2 separate species, C3H7N2O2 in total in a non-equilibrium geometry.

Properties
* DFT total energy: -378.0769 Eh
* total charge: +1
* largest force on an atom: 4.383 eV/Å
* relative energy (zero: lowest compared OMol25 entry of this formula, charge and spin): 464.64 kJ/mol
* E_HOMO: -13.870 eV

```
14
C3H7N2O2 | the OMol25 dataset | ωB97M-V with the def2-TZVPD basis set
C -1.11049 1.25437 1.17639
C 1.02165 -1.03974 -1.08252
C 0.16657 1.39745 0.97392
N 2.30406 -0.82591 -1.31760
N -0.01719 -1.52355 -0.87999
O -1.96021 0.59026 0.22777
O -1.20359 -1.74528 -0.66031
H -1.65635 1.72720 1.99302
H 0.68695 2.14514 1.60571
H 0.78532 1.03743 0.24120
H 2.62052 -1.17291 -2.19038
H 2.88524 -1.09935 -0.58355
H -2.75766 0.28522 0.67748
H -1.76483 -1.03033 -0.18115
```

=====

(3)
DFT (ωB97M-V with the def2-TZVPD basis set) results for a cluster of 4 separate species, C25H60IN5O8 in total.

Properties
* DFT total energy: -2161.7467 Eh
* SMILES string: CCCN(N)C(=O)OC[C@H](C)I.COCCNCCOC.COCCNCCOC.COCCNCCOC
* largest force on an atom: 0.701 eV/Å
* E_HOMO: -8.789 eV

```
99
C25H60IN5O8 | the OMol25 dataset | ωB97M-V with the def2-TZVPD basis set
C -0.08616 3.11837 2.17511
C 0.69980 3.96682 1.17902
C -0.03019 5.23864 0.76054
N 0.09638 6.30673 1.75768
N 1.32424 7.00025 1.70304
C -0.97389 7.15288 2.04643
O -0.86978 8.23878 2.52054
O -2.20368 6.60387 1.76986
C -2.68531 5.69555 2.76563
C -3.80502 4.80081 2.20540
C -3.99293 4.81089 0.68584
I -5.68048 5.27783 3.15679
H 0.29505 2.10028 2.23041
H -1.13843 3.04767 1.88978
H -0.02890 3.54133 3.17913
H 0.93999 3.38556 0.28624
H 1.64275 4.26932 1.64463
H -1.08336 5.02812 0.60504
H 0.37031 5.60484 -0.19443
H 1.61048 7.10855 0.73472
H 2.02912 6.47868 2.20688
H -1.85910 5.07391 3.11849
H -3.04554 6.28204 3.61039
H -3.62112 3.78752 2.54920
H -3.09396 5.15814 0.18274
H -4.22081 3.80582 0.33306
H -4.81255 5.45730 0.38156
C 1.30789 -3.99213 5.74503
O 1.86556 -3.73093 4.47526
C 1.37289 -4.54751 3.42183
C 0.52976 -3.74826 2.45323
N -0.71493 -3.31494 3.06402
C -1.49850 -2.37455 2.27187
C -0.87023 -1.04096 1.88900
O -0.67132 -0.13359 2.95663
C 0.48886 -0.35191 3.73434
H 1.90435 -3.44827 6.47532
H 0.26687 -3.65860 5.82517
H 1.34504 -5.05948 5.98491
H 0.79811 -5.38614 3.82777
H 2.23594 -4.95180 2.88603
H 0.29617 -4.38339 1.59130
H 1.14887 -2.91664 2.08576
H -0.52250 -2.91640 3.97368
H -2.42075 -2.16901 2.82096
H -1.78366 -2.86731 1.33812
H -1.56500 -0.54538 1.20545
H 0.07332 -1.17892 1.34207
H 1.31172 -0.74320 3.12751
H 0.31128 -1.04033 4.56550
H 0.78748 0.60990 4.15242
C -3.36199 -4.04968 -0.80070
O -2.36118 -3.07427 -1.00397
C -1.10222 -3.56934 -1.44010
C -0.80061 -3.16262 -2.86050
N -1.63673 -3.85084 -3.83019
C -1.52837 -3.34314 -5.19151
C -1.85658 -1.87644 -5.45243
O -3.22232 -1.54234 -5.29955
C -3.63649 -1.26154 -3.97857
H -4.16789 -3.57239 -0.24538
H -3.76807 -4.43491 -1.74272
H -2.98320 -4.89370 -0.21547
H -1.04575 -4.65478 -1.30775
H -0.34092 -3.10997 -0.79932
H 0.24832 -3.40042 -3.06457
H -0.89057 -2.07122 -2.90528
H -2.60266 -3.81175 -3.53062
H -2.18275 -3.94746 -5.82396
H -0.50315 -3.51838 -5.53840
H -1.61561 -1.67141 -6.49838
H -1.23843 -1.20483 -4.84126
H -2.84770 -0.75735 -3.41043
H -3.93420 -2.16095 -3.43132
H -4.50055 -0.60085 -4.04214
C 0.51725 0.22584 -1.89278
O 1.27338 -0.75921 -2.56370
C 1.92982 -0.32439 -3.74754
C 3.42724 -0.26722 -3.54351
N 3.78733 0.78689 -2.61101
C 5.17695 0.78834 -2.17348
C 5.70209 -0.43534 -1.43077
O 5.15382 -0.61365 -0.13777
C 3.91244 -1.28511 -0.08388
H -0.09490 -0.28786 -1.15112
H 1.14405 0.96274 -1.37705
H -0.14402 0.76051 -2.58321
H 1.54184 0.64975 -4.06197
H 1.70773 -1.05166 -4.53419
H 3.90568 -0.06731 -4.50799
H 3.75201 -1.26586 -3.21857
H 3.18472 0.73752 -1.80046
H 5.31539 1.65302 -1.52017
H 5.81260 0.94989 -3.05110
H 6.77400 -0.28819 -1.27982
H 5.58253 -1.35574 -2.01630
H 3.84110 -2.05955 -0.85450
H 3.06121 -0.60575 -0.19725
H 3.84119 -1.75783 0.89581
```

=====

(4)
DFT (ωB97M-V with the def2-TZVPD basis set) results for a structure of composition C31H45O3Sn in a non-equilibrium geometry.

Properties
* DFT total energy: -1648.0914 Eh
* total charge: -1
* largest force on an atom: 3.234 eV/Å
* E_HOMO: -1.721 eV

```
80
C31H45O3Sn | the OMol25 dataset | ωB97M-V with the def2-TZVPD basis set
C -6.72097 4.55528 -3.08533
O -6.43163 3.13939 -3.07005
C -5.13168 2.74661 -3.06305
C -4.86310 1.35649 -2.97662
C -3.57632 0.90777 -2.76894
C -2.46912 1.80273 -2.64534
C -1.17704 1.24077 -2.25355
C 0.12404 1.78829 -2.65442
C 1.22374 0.88343 -2.75468
C 2.51455 1.32718 -2.95765
C 2.79245 2.71595 -3.04314
O 4.09525 3.10025 -3.04390
C 4.39083 4.51463 -3.06949
C 1.71258 3.62606 -3.03761
C 0.41608 3.16347 -2.84783
C -2.75164 3.17848 -2.85369
C -4.04412 3.64815 -3.05163
H -7.81004 4.59804 -3.08229
H -6.31599 5.06386 -2.19881
H -6.31995 5.02540 -3.99375
H -5.70901 0.67315 -3.03141
H -3.39540 -0.17085 -2.73781
H -1.18853 0.15391 -2.07689
H 1.03307 -0.19295 -2.71852
H 3.35652 0.64000 -3.02564
H 5.47995 4.55368 -3.06454
H 3.99400 4.98027 -3.98217
H 3.98579 5.03173 -2.18800
H 1.88480 4.69793 -3.15272
H -0.37383 3.90433 -2.86961
H -1.95577 3.91375 -2.87347
H -4.20883 4.72167 -3.16662
C 4.58174 -1.40802 -0.82907
C 4.19840 -1.40551 0.64662
C 2.74575 -1.85057 0.88043
C 2.36416 -1.84923 2.35765
Sn 0.25878 -2.24080 2.63989
C -0.12542 -4.27388 1.98982
C 0.18615 -4.50615 0.50448
C 1.43201 -5.36511 0.25085
C 1.75129 -5.52042 -1.23345
C -0.10919 -2.12910 4.78416
C 0.11456 -0.72844 5.37814
C -1.17211 -0.06192 5.87960
C -0.94590 1.34710 6.42045
C -0.82326 -0.98191 1.28674
C -2.19038 -0.71804 1.23375
C -2.38901 0.34865 0.34379
C -1.14621 0.73681 -0.14665
O -0.20063 -0.12371 0.38741
H 5.62816 -1.10959 -0.93598
H 4.46626 -2.40712 -1.26418
H 3.96520 -0.70696 -1.40164
H 4.86294 -2.07116 1.21326
H 4.32252 -0.39895 1.06721
H 2.07440 -1.17673 0.32692
H 2.59990 -2.85498 0.44800
H 2.92903 -2.60114 2.92264
H 2.54155 -0.86652 2.81235
H 0.43786 -4.93906 2.65382
H -1.19676 -4.39140 2.18884
H -0.67922 -4.99758 0.03195
H 0.29964 -3.54408 -0.02219
H 2.29806 -4.93936 0.77662
H 1.26675 -6.35604 0.69463
H 2.57960 -6.22055 -1.36953
H 0.88747 -5.90652 -1.78343
H 2.04010 -4.56390 -1.68307
H -1.12851 -2.50008 4.94189
H 0.59339 -2.84928 5.22075
H 0.82777 -0.79491 6.21554
H 0.58645 -0.06897 4.63338
H -1.90477 -0.02557 5.06379
H -1.61143 -0.69001 6.66448
H -1.87907 1.74825 6.82194
H -0.20293 1.34932 7.22300
H -0.60058 2.02205 5.63194
H -2.96069 -1.21587 1.81273
H -3.33636 0.76053 0.01762
H -0.79815 1.75758 -0.35870
```

=====

(5)
DFT (ωB97M-V with the def2-TZVPD basis set) results for a cluster of 2 separate species, H4O2 in total in a non-equilibrium geometry.

Properties
* DFT total energy: -152.8640 Eh
* SMILES string: O.O
* largest force on an atom: 1.518 eV/Å
* relative energy (zero: lowest compared OMol25 entry of this formula, charge and spin): 28.84 kJ/mol
* E_HOMO: -11.513 eV

```
6
H4O2 | the OMol25 dataset | ωB97M-V with the def2-TZVPD basis set
O 1.01412 -1.22733 -0.67270
H 1.69241 -1.06957 -1.36602
H 1.20274 -0.67086 0.06731
O -1.32538 1.09157 0.30492
H -1.86305 1.46857 1.01605
H -0.72084 0.40762 0.65044
```

=====

(6)
DFT (ωB97M-V with the def2-TZVPD basis set) results for a structure of composition C33H34N2O4P2PdS3 in a non-equilibrium geometry.

Properties
* DFT total energy: -3693.5421 Eh
* largest force on an atom: 2.994 eV/Å
* multiplicity: 3
* relative energy (zero: lowest compared OMol25 entry of this formula, charge and spin): 93.64 kJ/mol
* E_HOMO (alpha / beta): -7.396 / -8.241 eV

```
79
C33H34N2O4P2PdS3 | the OMol25 dataset | ωB97M-V with the def2-TZVPD basis set
Pd -0.42250 0.53750 -0.18090
O 1.27620 -0.71670 0.62530
S 1.45600 0.63580 1.26440
O 2.57580 0.65420 2.15680
O 0.16380 0.97780 1.92140
O 1.62370 1.58080 0.11570
C -1.35610 -7.06440 -3.77360
S -0.95630 -5.83460 -5.04880
C 0.23460 -4.81740 -4.11790
C -0.46010 -3.89520 -3.12690
C 0.55400 -3.24660 -2.17050
N 0.09010 -2.02690 -1.52010
P 0.37590 -0.47470 -2.17640
C -0.20750 -0.67370 -3.90120
C 0.56650 -1.15160 -4.95220
C -0.01210 -1.34370 -6.19520
C -1.35060 -1.05000 -6.39940
C -2.11380 -0.53710 -5.36320
C -1.54150 -0.34500 -4.12000
C 2.15380 -0.20390 -2.38190
C 3.12440 -0.80530 -1.59110
C 4.42480 -0.33450 -1.62660
C 4.75740 0.74020 -2.43560
C 3.79360 1.33760 -3.23550
C 2.49520 0.87340 -3.20120
P -0.82050 -1.91260 -0.04930
C -2.18410 -3.05840 -0.53930
C -3.11440 -2.53990 -1.43400
C -4.09300 -3.34830 -1.98030
C -4.15940 -4.68480 -1.61580
C -3.26380 -5.19860 -0.69060
C -2.27940 -4.38790 -0.14560
C -0.06470 -2.84050 1.31840
C 1.18160 -3.45140 1.32660
C 1.64280 -4.04730 2.48640
C 0.87450 -4.01750 3.64070
C -0.35760 -3.38050 3.64630
C -0.81910 -2.78470 2.48830
H -2.02900 -7.78150 -4.23100
H -1.85100 -6.58460 -2.93310
H -0.44410 -7.56220 -3.45280
H 0.76830 -4.24110 -4.87210
H 0.93130 -5.49510 -3.62200
H -1.18830 -4.46420 -2.55070
H -1.00850 -3.13400 -3.68080
H 1.46060 -2.98950 -2.73070
H 0.82230 -3.98490 -1.40970
H 1.61380 -1.37350 -4.79920
H 0.57890 -1.73080 -7.01120
H -1.79660 -1.21970 -7.36790
H -3.15050 -0.28890 -5.52960
H -2.11380 0.06750 -3.29670
H 2.83980 -1.60510 -0.92630
H 5.17640 -0.79770 -1.00360
H 5.77020 1.11580 -2.44120
H 4.05710 2.16830 -3.87650
H 1.72800 1.33400 -3.81580
H -3.04200 -1.49050 -1.69410
H -4.80500 -2.94240 -2.68470
H -4.91460 -5.32440 -2.04860
H -3.33320 -6.23760 -0.39640
H -1.57930 -4.79650 0.57080
H 1.80590 -3.41780 0.44670
H 2.61420 -4.52490 2.49170
H 1.25180 -4.47500 4.54310
H -0.94850 -3.33810 4.55110
H -1.76050 -2.24780 2.47490
S -2.09120 2.27130 -0.70140
C -0.69930 3.21630 -0.41190
N 0.21700 3.32100 -1.42030
C 1.40830 3.92880 -1.26100
C 1.69430 4.59660 -0.10770
C 0.73450 4.61170 0.92210
C -0.45580 3.95120 0.76380
H 0.04940 2.72760 -2.23210
H 2.10360 3.84800 -2.08020
H 2.65060 5.07360 0.02540
H 0.94590 5.12900 1.84670
H -1.19270 3.91180 1.55130
```